The following is a quantum chemistry calculation of a 30-piece molecular cluster, C11H78NO37P overall, from the OMol25 dataset.

Properties
Orbital gap in eV: 8.41
LUMO energy in eV: -0.431

Structure (ORCA input):
```
! wB97M-V def2-TZVPD RIJCOSX def2/J DEFGRID3
* xyz 0 1
N -1.327 -3.978 1.016
C -0.594 -2.806 0.506
C -1.395 -1.905 -0.420
C -2.585 -1.080 0.141
C -3.907 -1.627 -0.471
C -4.823 -0.481 -0.809
O -4.875 -0.031 -1.929
O -5.559 -0.014 0.203
O -2.472 0.284 -0.457
C -2.329 1.379 0.354
O -3.317 1.960 0.727
C -0.958 1.895 0.686
C 0.235 1.021 0.346
C 1.546 1.795 0.545
C 2.721 1.141 -0.167
O 3.655 0.548 0.770
C 3.204 -0.630 1.255
O 3.092 -0.856 2.421
P -2.755 -1.286 2.006
O -4.013 -0.328 2.494
O -1.436 -0.520 2.527
H -1.225 -4.052 2.018
H -2.312 -3.914 0.810
H -0.109 -2.260 1.312
H 0.212 -3.208 -0.113
H -1.711 -2.498 -1.268
H -0.703 -1.169 -0.804
H -3.704 -2.132 -1.407
H -4.390 -2.283 0.254
H -5.394 0.946 0.312
H -0.874 2.856 0.180
H -0.970 2.089 1.754
H 0.265 0.190 1.041
H 0.198 0.680 -0.683
H 1.762 1.827 1.611
H 1.431 2.824 0.216
H 3.257 1.843 -0.792
H 2.363 0.348 -0.823
H 2.982 -1.363 0.467
H -4.755 -0.906 2.708
H -1.446 -0.368 3.487
O -2.091 -2.624 -3.505
H -2.339 -3.465 -3.911
H -2.699 -1.993 -3.906
O -6.609 2.630 0.314
H -6.468 3.578 0.424
H -7.483 2.563 -0.084
O -2.857 1.992 3.601
H -3.179 1.101 3.408
H -3.415 2.518 3.020
O 2.063 -0.114 -3.160
H 1.535 -0.257 -3.955
H 2.930 0.128 -3.499
O 0.823 -3.937 -4.090
H -0.059 -3.593 -4.270
H 1.375 -3.551 -4.778
O -2.164 0.692 -3.574
H -2.973 0.867 -4.067
H -2.480 0.481 -2.688
O 5.863 1.619 2.584
H 5.893 2.585 2.577
H 5.055 1.402 2.101
O 8.461 1.102 3.673
H 8.947 1.925 3.559
H 7.631 1.241 3.188
O -2.263 4.946 3.329
H -2.475 4.473 2.515
H -2.236 4.252 4.002
O -5.922 4.007 3.153
H -5.034 4.373 3.243
H -5.888 3.438 2.375
O -7.440 -1.105 -3.304
H -7.699 -1.742 -2.632
H -6.600 -0.745 -2.992
O 1.415 -0.746 -6.319
H 0.541 -0.421 -6.554
H 1.973 -0.454 -7.048
O -0.282 -1.583 4.780
H -0.254 -2.015 5.645
H 0.497 -1.015 4.762
O 0.074 1.090 -8.463
H 0.165 2.053 -8.456
H -0.761 0.934 -8.915
O -0.014 2.077 -5.622
H -0.825 1.715 -5.244
H 0.286 1.395 -6.232
O 2.124 -5.145 1.472
H 1.227 -4.843 1.298
H 2.662 -4.749 0.778
O -1.206 -3.542 6.703
H -1.905 -3.935 7.239
H -0.892 -4.270 6.157
O 11.626 2.573 3.138
H 11.202 1.707 3.141
H 11.870 2.721 4.059
O 1.260 3.810 -8.075
H 1.042 3.434 -7.208
H 2.043 4.343 -7.909
O 3.939 -4.300 3.490
H 3.915 -3.338 3.552
H 3.155 -4.517 2.960
O -3.455 -2.651 -6.052
H -4.339 -2.313 -6.238
H -2.902 -2.259 -6.737
O -2.275 6.846 0.919
H -2.480 6.430 1.765
H -1.422 7.265 1.073
O -2.297 10.001 -0.456
H -2.526 9.555 -1.278
H -2.285 9.293 0.197
O 4.884 4.402 3.612
H 4.756 3.858 4.398
H 5.661 4.935 3.811
O -1.420 -5.140 9.049
H -1.404 -5.574 9.907
H -0.643 -4.571 9.033
O -1.755 -5.150 -5.965
H -1.982 -6.005 -6.351
H -2.368 -4.524 -6.369
O -1.383 -8.170 -6.849
H -1.629 -8.431 -7.742
H -1.276 -8.999 -6.372
O 12.681 5.387 3.464
H 12.474 4.492 3.171
H 12.078 5.946 2.966
O 4.245 -3.723 6.576
H 4.405 -4.032 5.674
H 4.877 -3.009 6.704
*
```

---

The following is a quantum chemistry calculation of C27H48OP2V as an isolated structure, from the OMol25 dataset.

Properties
Orbital gap (spin up / spin down) in eV: 4.70 / 4.42
LUMO energy (spin up / spin down) in eV: -0.355 / -0.637

Structure (ORCA input):
```
! wB97M-V def2-TZVPD RIJCOSX def2/J DEFGRID3
* xyz 0 4
P 0.667 -2.696 -0.769
P 0.227 1.354 -0.376
C 0.349 -1.257 -2.028
C 0.830 0.217 -1.785
H -0.726 -1.295 -2.382
H 0.984 -1.642 -2.831
H 1.940 0.192 -1.755
H 0.576 0.740 -2.726
C -1.247 2.035 -1.246
H -1.710 2.761 -0.570
H -2.013 1.278 -1.502
H -0.974 2.568 -2.170
C 1.466 2.669 -0.448
H 1.327 3.344 -1.302
H 2.479 2.256 -0.509
H 1.399 3.266 0.467
C -0.387 -3.980 -1.510
H -0.483 -4.819 -0.807
H 0.060 -4.351 -2.453
H -1.386 -3.572 -1.732
C 2.361 -3.174 -1.210
H 2.990 -2.280 -1.293
H 2.363 -3.703 -2.182
H 2.791 -3.843 -0.454
V -0.639 -0.773 -0.297
C 0.743 1.136 -4.879
C -0.596 1.132 -4.721
C -1.537 0.454 -5.666
C -1.214 -1.042 -6.004
C -0.373 -1.816 -5.019
C 0.975 -1.879 -5.062
C 1.844 -1.017 -5.941
C 1.474 0.500 -6.031
C 0.532 -1.806 1.277
H 1.391 1.734 -4.217
H -1.082 1.778 -3.982
H -1.582 1.003 -6.624
H -2.554 0.499 -5.244
H -2.184 -1.568 -6.033
H -0.776 -1.074 -7.023
H -0.925 -2.437 -4.303
H 1.523 -2.676 -4.543
H 1.862 -1.408 -6.978
H 2.883 -1.092 -5.578
H 2.443 1.030 -6.088
H 0.941 0.670 -6.987
H 0.982 -0.872 1.686
H 1.297 -2.603 1.410
H -0.362 -2.090 1.881
C -1.358 3.247 2.429
C -0.255 3.390 3.458
C -0.616 4.540 4.407
C 0.060 2.115 4.232
C 0.910 2.207 5.321
C 1.110 1.138 6.184
C 0.410 -0.059 5.978
C -0.421 -0.222 4.893
C -1.291 -1.474 4.760
C -0.472 -2.761 4.838
C -2.358 -1.481 5.886
C -0.478 0.821 3.877
O -0.941 0.544 2.729
H -2.303 3.127 2.962
H -1.218 2.370 1.802
H -1.434 4.138 1.805
H 0.676 3.676 2.947
H -1.524 4.266 4.956
H 0.166 4.762 5.138
H -0.851 5.454 3.855
H 1.421 3.148 5.533
H 1.801 1.208 7.021
H 0.498 -0.884 6.691
H -1.802 -1.425 3.786
H 0.071 -2.828 5.790
H -1.133 -3.631 4.769
H 0.231 -2.780 4.005
H -2.931 -0.544 5.861
H -3.046 -2.326 5.759
H -1.873 -1.587 6.869
*
```

---

The following is a quantum chemistry calculation of C5H7DyLiO3 as an isolated structure, from the OMol25 dataset.

Properties
Orbital gap (spin up / spin down) in eV: 5.65 / 3.73
LUMO energy (spin up / spin down) in eV: -13.444 / -15.356

Structure (ORCA input):
```
! wB97M-V def2-TZVPD RIJCOSX def2/J DEFGRID3
* xyz 3 6
C 2.666 -2.944 -0.796
C 2.748 -2.674 -1.995
H 1.999 -3.308 -0.026
H 3.345 -2.686 -2.896
H 0.422 -1.428 -1.247
O 1.566 -0.371 0.558
Dy -2.629 -0.608 -0.782
O -0.277 -0.772 -0.670
C 0.368 -0.180 0.320
O -0.230 0.797 0.927
C -1.725 1.004 0.829
C -1.934 2.488 0.610
H -2.050 0.743 1.847
H -1.489 3.100 1.412
H -3.017 2.677 0.613
H -1.537 2.829 -0.356
Li 1.773 1.334 1.654
*
```